(1)
ORCA calculation (ωB97M-V/def2-TZVPD) on a molecular structure, C13H16N3O5PdSSeSi.

The energy relative to the best compared isomer or geometry (same formula, charge and spin) comes out at 24.5 kcal/mol. Its spin multiplicity is 4. For the LUMO energy (spin up / spin down), the calculation gives 4.4 / 4.4 eV. The charge is -2. As for the expectation value of S²: 3.77.

Atoms and positions in Å:
Pd -0.077 0.334 -0.184
O 3.628 1.504 4.140
C 4.364 1.195 3.111
O 5.597 1.194 3.140
C 3.632 0.840 1.874
C 4.202 0.462 0.690
N 3.216 0.214 -0.212
N 1.981 0.389 0.357
C 2.207 0.794 1.650
C 1.087 1.061 2.473
O 1.265 1.426 3.711
O -0.096 0.903 1.969
H 2.481 1.466 3.935
H 5.246 0.355 0.445
H 3.262 -0.158 -1.143
O -2.325 0.532 -0.454
N -2.763 1.653 -0.961
C -4.104 1.756 -1.115
C -4.706 2.869 -1.639
C -3.897 3.937 -2.030
C -2.539 3.827 -1.871
C -1.926 2.680 -1.328
S -0.237 2.578 -1.125
H -4.630 0.875 -0.782
H -5.782 2.894 -1.737
H -4.328 4.837 -2.450
H -1.876 4.631 -2.158
C -1.927 -2.879 -0.493
Si -0.089 -2.765 -0.919
C 0.856 -2.679 0.712
C 0.350 -4.455 -1.667
Se 0.343 -1.131 -2.374
H -2.120 -3.765 0.123
H -2.517 -2.957 -1.410
H -2.269 -1.994 0.047
H 0.751 -3.647 1.217
H 0.495 -1.905 1.395
H 1.918 -2.488 0.543
H 0.088 -5.276 -0.991
H 1.421 -4.512 -1.876
H -0.182 -4.593 -2.612

***

(2)
ORCA calculation (ωB97M-V/def2-TZVPD) on a molecular structure, C13H16N5S2Tc.

Its spin multiplicity is 4. For the LUMO energy (spin up / spin down), the calculation gives -12.3 / -13.1 eV. The charge is +3. As for the expectation value of S²: 3.78.

Atoms and positions in Å:
Tc 0.614 -0.137 -2.115
C 3.956 -2.120 3.205
C 2.772 -2.523 2.342
N 3.002 -2.063 0.941
C 2.228 -1.429 0.135
S 2.709 -0.935 -1.463
N 0.917 -1.110 0.640
N 0.210 -0.611 -0.230
C -1.171 -0.078 0.065
C -1.634 -0.344 1.477
C -0.991 1.393 -0.319
C -1.601 2.447 0.316
C -1.352 3.743 -0.144
C -0.495 3.942 -1.214
C 0.096 2.844 -1.809
N -0.155 1.598 -1.372
H 3.790 -2.507 4.209
H 4.058 -1.038 3.267
H 4.887 -2.554 2.839
H 1.831 -2.100 2.681
H 2.673 -3.609 2.277
H 3.934 -2.283 0.581
H -1.641 -1.413 1.687
H -2.652 0.027 1.607
H -0.994 0.155 2.203
H -2.256 2.283 1.160
H -1.825 4.587 0.343
H -0.274 4.934 -1.586
H 0.782 2.947 -2.642
S -3.753 -0.300 -1.156
C -3.573 -0.086 -2.822
C -2.275 -0.297 -3.263
N -1.390 -0.653 -2.326
C -2.011 -0.825 -1.018
H -4.415 0.184 -3.446
H -1.972 -0.179 -4.297
H -2.029 -1.890 -0.754

***

(3)
ORCA calculation (ωB97M-V/def2-TZVPD) on 3 unconnected molecules or ions with the total composition C13H16NOP at a distorted geometry.

Its SMILES is O=C=N[PH4].c1ccccc1.c1ccccc1. Its spin multiplicity is 1. For the LUMO energy, the calculation gives 0.4 eV.

Atoms and positions in Å:
O 2.754 -0.939 0.335
C 1.925 -0.284 -0.150
N 1.006 0.027 -0.892
P -0.623 -0.362 -0.131
H -0.873 -1.327 -1.159
H -1.060 0.992 -0.290
H 0.009 -0.843 1.070
H -1.911 -0.667 0.475
C 3.652 3.968 0.479
C 4.584 4.663 1.240
C 5.343 3.994 2.192
C 5.177 2.627 2.377
C 4.247 1.930 1.614
C 3.482 2.602 0.668
H 3.057 4.491 -0.261
H 4.718 5.728 1.091
H 6.066 4.538 2.789
H 5.773 2.104 3.116
H 4.119 0.863 1.757
H 2.753 2.061 0.077
C -4.702 -2.884 -2.738
C -5.789 -2.791 -1.877
C -5.605 -2.925 -0.506
C -4.331 -3.142 0.005
C -3.244 -3.232 -0.855
C -3.429 -3.107 -2.226
H -4.846 -2.783 -3.807
H -6.781 -2.615 -2.276
H -6.454 -2.858 0.164
H -4.187 -3.242 1.075
H -2.250 -3.400 -0.455
H -2.581 -3.183 -2.897

***

(4)
ORCA calculation (ωB97M-V/def2-TZVPD) on C13H17BN2O5 in the gas phase at a distorted geometry.

The energy relative to the best compared isomer or geometry (same formula, charge and spin) comes out at 0.0 kcal/mol. Its SMILES is C[C@@H]1NC(=O)[C@@](CB(O)O)(Cc2ccccc2)[C@H]1ON=O. Its spin multiplicity is 1. For the LUMO energy, the calculation gives -0.1 eV.

Atoms and positions in Å:
C 3.502 -1.086 -0.884
C 2.763 0.266 -0.866
N 2.696 0.754 0.527
C 1.716 -0.026 1.127
O 1.755 -0.534 2.218
C 0.541 -0.023 0.135
C -0.364 -1.250 0.313
B 0.315 -2.672 0.087
O 0.776 -3.098 -1.151
O 0.479 -3.551 1.135
C -0.181 1.311 0.581
C -1.684 1.232 0.661
C -2.321 1.142 1.894
C -3.707 1.043 1.962
C -4.455 1.031 0.794
C -3.831 1.135 -0.443
C -2.447 1.235 -0.508
C 1.275 0.109 -1.224
O 0.652 1.159 -1.999
N 1.589 1.952 -2.731
O 1.337 3.079 -2.622
H 2.853 -1.925 -0.644
H 4.323 -1.044 -0.171
H 3.912 -1.266 -1.878
H 3.384 0.918 -1.475
H 3.567 0.804 1.039
H -1.217 -1.173 -0.368
H -0.722 -1.229 1.343
H 0.102 -3.013 -1.831
H -0.346 -3.670 1.614
H 0.088 2.125 -0.087
H 0.202 1.583 1.565
H -1.719 1.130 2.795
H -4.197 0.963 2.924
H -5.533 0.945 0.836
H -4.399 1.128 -1.364
H -1.930 1.300 -1.457
H 1.224 -0.783 -1.847

***

| no. | total energy (Eh) |
| --- | --- |
| 1 | -4262.507505 |
| 2 | -1654.806775 |
| 3 | -976.227248 |
| 4 | -1016.144480 |